{
  "formula": "C3H4N2O2S",
  "method": "ωB97M-V with the def2-TZVPD basis set",
  "species": ["C", "C", "C", "N", "N", "O", "O", "S", "H", "H", "H", "H"],
  "coordinates": [[-1.46, 1.45, -0.47], [-1.37, -0.67, 0.81], [1.14, -0.60, -0.76], [-1.55, 0.49, 0.21], [1.78, 0.28, 0.09], [2.56, 1.10, -0.35], [1.38, 0.34, 1.25], [0.03, -1.76, -0.28], [-0.89, 1.80, -1.30], [-1.00, -0.73, 1.75], [-2.14, -1.30, 0.87], [1.53, -0.38, -1.83]],
  "relative_energy_kj_mol": 793.6,
  "multiplicity": 1,
  "energy_ha": -774.6245,
  "homo_lumo_gap_ev": [7.12, 6.20]
}

***

{
  "formula": "C3H4N2O3",
  "method": "ωB97M-V with the def2-TZVPD basis set",
  "species": ["C", "C", "C", "H", "H", "H", "H", "N", "N", "O", "O", "O"],
  "coordinates": [[0.43, 0.80, 0.72], [0.30, -0.18, 1.61], [-0.21, -1.05, -0.33], [-0.32, 2.75, 1.62], [0.41, 0.08, 2.66], [-0.92, -2.12, 1.47], [-0.43, 0.02, -2.12], [0.28, -1.39, 0.91], [0.05, 0.21, -0.49], [0.53, 2.06, 0.58], [-0.98, -1.66, -1.18], [-0.07, 0.87, -1.71]],
  "relative_energy_kj_mol": 836.3,
  "multiplicity": 1,
  "energy_ha": -451.6612,
  "homo_lumo_gap_ev": 6.45
}

***

{
  "formula": "C3H4N2O3",
  "method": "ωB97M-V with the def2-TZVPD basis set",
  "species": ["C", "C", "C", "N", "N", "O", "O", "O", "H", "H", "H", "H"],
  "coordinates": [[0.80, -0.80, -0.51], [2.10, -0.81, -0.40], [-0.15, 0.16, 0.29], [-0.11, 1.41, -0.35], [3.25, -0.20, 0.05], [3.83, 0.56, -0.70], [3.58, -0.52, 1.17], [0.48, 2.34, 0.23], [0.34, -1.37, -1.14], [-1.19, -0.30, 0.29], [0.25, 0.49, 1.34], [-0.38, 1.44, -1.42]],
  "relative_energy_kj_mol": 956.1,
  "multiplicity": 1,
  "energy_ha": -451.6156,
  "homo_lumo_gap_ev": [9.99, 6.68]
}

***

{
  "formula": "C3H4N2O3",
  "method": "ωB97M-V with the def2-TZVPD basis set",
  "species": ["C", "C", "C", "H", "H", "H", "H", "N", "N", "O", "O", "O"],
  "coordinates": [[-1.90, -0.69, 0.23], [-0.61, -0.17, 0.35], [1.43, -0.13, 0.02], [-3.69, -0.24, -1.08], [-1.85, -1.65, -0.75], [-2.48, -1.19, 1.23], [3.04, -1.37, -0.22], [0.33, -1.06, 0.07], [1.16, 1.22, -0.15], [-2.52, 0.43, -0.44], [2.75, -0.37, -0.24], [-0.10, 1.09, 0.41]],
  "relative_energy_kj_mol": 803.5,
  "multiplicity": 1,
  "energy_ha": -451.6737,
  "homo_lumo_gap_ev": 8.42
}

***

{
  "formula": "C3H4N2OP",
  "method": "ωB97M-V with the def2-TZVPD basis set",
  "species": ["C", "C", "C", "N", "N", "O", "P", "H", "H", "H", "H"],
  "coordinates": [[-1.69, 0.58, -0.20], [-0.48, 1.20, -0.03], [-0.16, -0.90, 0.29], [-1.51, -0.74, 0.10], [0.42, 0.21, 0.21], [4.15, -0.72, -0.27], [3.72, 0.53, 0.13], [-2.63, 1.04, -0.53], [-0.07, 2.23, -0.14], [0.26, -1.83, 0.40], [-2.02, -1.59, 0.05]],
  "relative_energy_kj_mol": 0.0,
  "charge": 1,
  "multiplicity": 3,
  "energy_ha": -642.4224,
  "homo_lumo_gap_ev": [5.34, 6.31]
}

***

{
  "formula": "C3H4N2OS",
  "method": "ωB97M-V with the def2-TZVPD basis set",
  "species": ["C", "C", "C", "H", "H", "H", "H", "N", "N", "O", "S"],
  "coordinates": [[2.06, 0.13, 1.06], [-0.95, -0.71, 0.04], [-1.36, 0.81, 0.04], [1.15, 0.15, 1.79], [2.85, 0.94, 0.98], [2.73, -1.07, 0.91], [0.70, -1.77, -0.83], [0.26, -0.95, -0.48], [-1.88, 1.85, 0.09], [-1.90, -1.41, 0.32], [1.29, 0.34, -0.60]],
  "relative_energy_kj_mol": 288.8,
  "multiplicity": 1,
  "energy_ha": -699.5621,
  "homo_lumo_gap_ev": 10.07
}

***

{
  "formula": "C3H4N2OS",
  "method": "ωB97M-V with the def2-TZVPD basis set",
  "species": ["N", "N", "C", "C", "C", "S", "O", "H", "H", "H", "H"],
  "coordinates": [[1.70, -1.02, 0.03], [0.62, -0.33, -0.20], [0.40, 1.05, -0.01], [-0.96, 1.26, -0.05], [-1.72, -0.05, -0.15], [-3.28, -0.56, -0.02], [-0.66, -0.94, 0.02], [1.84, -1.57, 1.03], [1.90, -1.75, -0.90], [1.40, 1.66, -0.03], [-1.26, 2.26, 0.28]],
  "relative_energy_kj_mol": 477.6,
  "multiplicity": 1,
  "energy_ha": -699.4902,
  "homo_lumo_gap_ev": 8.26,
  "smiles": "Nn1ccc(=S)o1"
}

***

{
  "formula": "C3H4N2OS",
  "method": "ωB97M-V with the def2-TZVPD basis set",
  "species": ["H", "N", "C", "N", "C", "O", "C", "S", "H", "H", "H"],
  "coordinates": [[2.21, -0.49, -0.49], [2.08, -0.52, 0.52], [0.86, -0.32, 0.88], [-0.20, -0.01, -0.01], [0.04, 0.76, -1.17], [-0.82, 1.15, -1.91], [-1.54, -0.28, 0.30], [-2.03, -1.22, 1.54], [0.52, -0.34, 1.93], [1.11, 1.03, -1.21], [-2.23, 0.22, -0.39]],
  "relative_energy_kj_mol": 116.1,
  "multiplicity": 1,
  "energy_ha": -699.6279,
  "homo_lumo_gap_ev": 8.63,
  "smiles": "[H]/N=C\\N(C=O)C=S"
}

***

- What is the formula in the fourth record?
  C3H4N2O3